(1)
87
Properties=species:S:1:pos:R:3:lowdin_spin:R:1 method="wB97M-V/def2-TZVPD" e_homo_ev="-18.358 / -18.774" relative_energy_kcal_mol=0.0 total_charge=+4 homo_lumo_gap_ev="7.12 / 4.75" spin_multiplicity=5 lumo_ev="-11.24 / -14.03"
C -0.15 4.50 -3.51 0.0809
C -0.44 3.30 -4.22 0.0335
C -0.71 3.40 -5.61 0.0859
C -0.77 4.67 -6.20 0.0767
N -0.55 5.79 -5.50 0.7534
C -0.24 5.72 -4.21 0.0755
C -0.43 1.98 -3.60 0.2796
C -0.29 1.46 -2.30 0.0765
C -0.63 1.76 -0.92 0.0079
C 0.29 2.13 0.09 0.0016
C -0.06 1.94 1.43 -0.0003
C -1.18 1.11 1.65 0.0002
C -2.21 0.99 0.70 -0.0002
C -1.95 1.41 -0.58 0.0021
Ru -0.31 0.13 -3.59 2.1053
P 2.41 -1.43 0.73 0.0003
H -0.87 2.51 -6.22 0.0095
H 0.14 4.50 -2.46 0.0065
H -1.02 4.79 -7.26 0.0162
H -0.05 6.67 -3.70 0.0155
H -2.70 1.37 -1.38 0.0003
H 1.22 2.60 -0.22 0.0003
H -3.16 0.59 1.04 0.0001
H 0.48 2.41 2.24 0.0000
C 2.75 -3.08 1.36 0.0002
C 3.75 -3.92 0.56 0.0000
H 1.78 -3.60 1.41 0.0000
H 3.10 -2.96 2.40 0.0000
H 4.00 -4.82 1.14 0.0000
H 3.34 -4.25 -0.40 0.0000
H 4.69 -3.39 0.37 0.0000
C 2.40 -1.25 -1.07 0.0051
C 3.50 -0.38 -1.69 0.0029
H 1.41 -0.85 -1.34 0.0062
H 2.46 -2.27 -1.49 -0.0001
H 3.40 -0.42 -2.79 0.0024
H 3.43 0.67 -1.38 0.0001
H 4.50 -0.75 -1.45 0.0001
C 3.43 -0.18 1.53 0.0001
C 4.94 -0.50 1.54 0.0000
H 3.06 -0.07 2.57 0.0000
H 3.24 0.78 1.02 0.0000
H 5.49 0.38 1.88 0.0000
H 5.17 -1.33 2.23 0.0000
H 5.33 -0.77 0.55 0.0000
Br 0.28 -1.00 1.40 0.0007
P -1.38 -1.46 -2.61 0.1467
C -0.27 -2.90 -2.90 0.0693
C -0.82 -4.31 -2.72 0.0242
H 0.56 -2.74 -2.19 0.0024
H 0.14 -2.76 -3.91 0.0073
H -0.01 -5.01 -2.97 0.0042
H -1.13 -4.52 -1.69 0.0003
H -1.65 -4.54 -3.41 0.0003
C -2.31 -1.89 -1.06 0.0051
C -3.43 -2.94 -1.14 0.0026
H -2.73 -0.95 -0.68 0.0014
H -1.55 -2.18 -0.33 0.0003
H -3.76 -3.15 -0.11 0.0001
H -4.30 -2.57 -1.69 0.0002
H -3.10 -3.90 -1.58 0.0000
C -2.65 -1.34 -3.92 0.0589
C -2.73 -2.52 -4.88 0.0090
H -2.37 -0.39 -4.43 0.0145
H -3.61 -1.19 -3.40 0.0052
H -3.31 -2.25 -5.77 0.0007
H -1.73 -2.84 -5.22 0.0007
H -3.21 -3.39 -4.42 0.0015
O -1.70 0.65 2.90 0.0000
C -1.28 0.84 4.14 0.0000
C 0.14 0.87 4.49 0.0000
C 0.46 2.22 5.12 0.0000
C -0.01 2.31 6.57 0.0000
C -1.53 2.36 6.75 0.0000
C -2.21 1.03 6.46 0.0000
N -2.28 0.80 5.01 0.0000
H 0.32 0.04 5.19 0.0000
H 0.69 0.70 3.57 0.0000
H 1.54 2.37 5.09 0.0000
H -0.01 3.02 4.53 0.0000
H 0.39 1.46 7.14 0.0000
H 0.40 3.22 7.01 0.0000
H -1.77 2.61 7.79 0.0000
H -1.97 3.14 6.12 0.0000
H -1.66 0.19 6.93 0.0000
H -3.25 1.03 6.84 0.0000
H -3.18 0.55 4.60 0.0000


(2)
111
Properties=species:S:1:pos:R:3:mulliken_charge:R:1 method="wB97M-V/def2-TZVPD" e_homo_ev=-2.746 total_charge=-1 homo_lumo_gap_ev=0.77 spin_multiplicity=1 lumo_ev=-1.98
O 2.97 1.17 -2.81 -0.5900
S 2.76 1.70 -1.49 0.9076
O 3.13 0.87 -0.38 -0.5460
S 0.53 2.17 -1.40 -0.0132
C -0.19 0.94 -2.56 -0.6267
C -1.52 0.46 -2.07 -0.8951
C -2.58 1.54 -1.87 -0.3675
N -2.96 2.11 -3.15 0.0232
C -4.33 2.59 -3.22 -1.3962
C -4.70 3.46 -2.04 0.2504
C -5.56 2.99 -1.07 -0.1726
C -5.86 3.78 0.04 -0.8522
C -5.31 5.04 0.15 -0.6446
C -4.44 5.53 -0.82 -0.6767
C -4.14 4.74 -1.92 0.8788
O -3.27 5.16 -2.90 -0.4814
C 0.37 3.72 -2.17 0.6624
C -0.22 4.76 -1.46 -0.5265
C -0.37 5.98 -2.08 -0.7595
C 0.05 6.18 -3.38 -0.4561
C 0.66 5.14 -4.08 -0.9714
C 0.81 3.91 -3.48 -0.2763
C 3.87 3.24 -1.42 0.5720
F 5.07 2.79 -1.01 -0.1964
F 4.03 3.78 -2.62 -0.2150
F 3.44 4.14 -0.53 -0.2028
H 0.51 0.11 -2.59 0.6878
H -0.19 1.38 -3.56 0.5750
H -1.38 -0.08 -1.13 0.3567
H -1.90 -0.29 -2.91 -0.1851
H -3.42 1.09 -1.32 0.2298
H -2.21 2.34 -1.20 0.2807
H -2.76 1.46 -3.89 0.2598
H -5.03 1.76 -3.29 0.4595
H -4.44 3.21 -4.12 0.4172
H -5.99 2.00 -1.18 0.5654
H -6.53 3.40 0.80 0.3541
H -5.52 5.66 1.01 0.3700
H -4.02 6.52 -0.72 0.3931
H -3.48 6.07 -3.13 0.3717
H -0.54 4.59 -0.44 0.7516
H -0.85 6.77 -1.52 0.3642
H -0.09 7.15 -3.84 0.4023
H 1.01 5.31 -5.09 0.4441
H 1.28 3.11 -4.04 0.5198
Cl -1.83 -1.18 -4.50 -0.6743
O 1.60 5.49 1.75 -0.6612
H 1.67 4.92 0.97 0.3562
H 2.30 5.18 2.33 0.3099
Cl -2.21 -3.38 -6.94 -0.1576
C -0.46 -3.63 -6.89 -0.4372
C -0.07 -5.04 -7.25 -0.4021
Cl -0.57 -6.23 -6.01 -0.1946
H -0.12 -3.36 -5.90 0.3066
H -0.02 -2.95 -7.61 0.2704
H 1.01 -5.11 -7.33 0.2921
H -0.51 -5.35 -8.19 0.3023
O -0.68 9.17 -0.43 -1.1661
H -0.59 9.97 -1.05 0.5616
H -1.41 9.34 0.26 0.4543
H 0.20 8.98 0.03 0.4350
C 7.71 -2.42 2.10 -0.7537
O 6.44 -3.04 2.12 -0.4011
C 5.72 -2.80 3.33 0.0693
C 4.66 -1.73 3.16 -0.7304
O 5.23 -0.46 2.91 -0.4043
C 5.19 -0.06 1.55 -0.6335
H 8.09 -2.49 1.08 0.2491
H 7.65 -1.37 2.39 0.3323
H 8.40 -2.94 2.77 0.3177
H 6.41 -2.53 4.14 0.3443
H 5.23 -3.73 3.60 -0.0389
H 4.09 -1.66 4.08 0.4153
H 3.97 -2.01 2.35 0.3086
H 4.18 0.20 1.26 0.3763
H 5.57 -0.84 0.89 0.3090
H 5.82 0.82 1.46 0.2754
C -10.40 -2.15 -1.04 -0.4168
C -10.06 -1.33 -2.11 -0.4741
C -9.56 -0.06 -1.88 -0.3038
C -9.40 0.36 -0.57 0.1339
C -9.74 -0.44 0.51 -0.3545
C -10.24 -1.71 0.26 -0.4352
N -8.85 1.70 -0.31 1.0315
O -8.58 2.39 -1.27 -0.5635
O -8.69 2.03 0.84 -0.6123
H -10.78 -3.14 -1.23 0.3764
H -10.18 -1.68 -3.13 0.3680
H -9.29 0.59 -2.70 0.4502
H -9.61 -0.08 1.52 0.4468
H -10.51 -2.35 1.09 0.3669
C 5.51 -6.72 3.66 -0.6961
N 4.20 -7.09 4.25 1.0407
O 3.22 -7.02 3.57 -0.4651
O 4.21 -7.46 5.42 -0.6954
H 5.36 -6.41 2.63 0.3580
H 5.91 -5.90 4.25 0.1400
H 6.16 -7.59 3.71 0.2966
C 2.05 -9.85 6.35 0.7940
O 1.42 -8.79 6.45 -0.5182
O 1.58 -10.90 5.81 -0.4955
O 3.24 -10.02 6.77 -0.5182
O 6.06 -6.74 7.18 -0.2828
H 6.82 -6.24 6.79 0.4256
H 6.35 -7.51 7.70 0.4080
H 5.37 -6.99 6.48 0.4974
O 6.74 -3.44 8.65 -0.6387
Cl 7.82 -3.60 7.71 1.6461
O 8.78 -4.56 8.23 -0.6844
O 8.45 -2.35 7.43 -0.6285
O 7.28 -4.16 6.46 -0.6734


(3)
84
Properties=species:S:1:pos:R:3:lowdin_spin:R:1 method="wB97M-V/def2-TZVPD" e_homo_ev="-1.019 / -1.017" total_charge=-1 homo_lumo_gap_ev="3.30 / 3.28" spin_multiplicity=7 lumo_ev="2.28 / 2.27"
Tb -2.91 -0.03 3.20 5.0525
P 0.43 -0.57 -0.71 0.0004
Cl -2.25 -2.28 2.34 0.0485
C 1.33 0.40 0.58 0.0004
H 2.14 -0.26 0.92 0.0000
H 0.63 0.46 1.45 0.0002
C -1.41 -0.33 -0.64 0.0022
C 0.70 -2.31 -0.14 0.0003
C -2.08 0.04 -1.96 0.0005
H -1.78 -1.33 -0.35 0.0004
C -3.60 0.06 -1.81 0.0010
H -1.74 1.04 -2.29 0.0000
H -1.79 -0.67 -2.76 0.0001
C -4.05 1.01 -0.70 0.0047
H -4.05 0.37 -2.77 0.0002
H -3.95 -0.96 -1.61 0.0002
C -3.36 0.72 0.65 0.0434
H -3.81 2.05 -0.98 0.0003
H -5.13 0.96 -0.56 0.0012
C -1.83 0.60 0.53 0.0143
H -3.62 1.52 1.37 0.0201
H -3.76 -0.26 1.03 0.0177
H -1.37 1.59 0.43 0.0002
H -1.39 0.14 1.45 0.0065
C 1.25 -0.30 -2.34 0.0000
C 2.17 -2.72 -0.24 0.0000
H 0.40 -2.25 0.93 0.0002
C 2.43 -4.08 0.43 0.0000
H 2.46 -2.78 -1.30 0.0000
H 2.83 -1.97 0.21 0.0000
C 1.47 -5.17 -0.05 0.0000
H 3.46 -4.37 0.25 0.0000
H 2.31 -3.95 1.52 0.0000
C 0.00 -4.74 -0.09 0.0003
H 1.78 -5.49 -1.06 0.0000
H 1.58 -6.05 0.59 0.0000
C -0.20 -3.38 -0.79 0.0003
H -0.60 -5.50 -0.59 0.0000
H -0.38 -4.65 0.94 0.0005
H 0.05 -3.48 -1.86 0.0000
H -1.26 -3.11 -0.73 0.0003
C 0.97 1.08 -2.97 0.0000
H 2.32 -0.33 -2.07 0.0000
C 1.89 1.33 -4.16 0.0000
H -0.07 1.10 -3.32 0.0000
H 1.08 1.89 -2.23 0.0000
C 1.77 0.24 -5.23 0.0000
H 1.66 2.31 -4.59 0.0000
H 2.93 1.37 -3.80 0.0000
C 1.86 -1.18 -4.64 0.0000
H 0.80 0.35 -5.74 0.0000
H 2.54 0.37 -5.98 0.0000
C 0.99 -1.39 -3.39 0.0000
H 1.57 -1.91 -5.40 0.0000
H 2.90 -1.39 -4.38 0.0000
H -0.07 -1.39 -3.67 0.0000
H 1.21 -2.39 -2.98 0.0000
C 0.61 2.78 0.12 0.0006
C 1.82 1.74 0.28 0.0001
H -0.03 2.68 -0.76 0.0000
C 2.77 2.21 1.39 0.0000
H 2.38 1.74 -0.68 0.0000
C 1.98 2.71 2.60 -0.0004
H 3.43 1.39 1.71 0.0000
H 3.41 3.01 1.00 0.0000
C 1.27 4.02 2.28 0.0013
H 1.22 1.96 2.88 -0.0002
H 2.64 2.84 3.46 0.0001
C 0.52 4.00 0.91 0.0001
H 0.56 4.28 3.08 0.0009
H 2.01 4.83 2.24 0.0002
H -0.55 4.21 1.07 -0.0001
H 0.89 4.86 0.32 0.0000
F -3.60 1.07 6.36 0.0080
C -2.56 1.20 5.44 0.0600
C -2.68 2.18 4.44 0.1510
C -1.73 2.16 3.37 0.1711
C -0.82 1.12 3.33 0.0540
C -0.68 0.15 4.30 0.1541
C -1.61 0.16 5.38 0.1395
H -3.46 2.94 4.50 0.0162
H -1.74 2.95 2.61 0.0073
H 0.09 -0.62 4.25 0.0066
H -1.57 -0.60 6.17 0.0126


(4)
98
Properties=species:S:1:pos:R:3:mulliken_charge:R:1 method="wB97M-V/def2-TZVPD" e_homo_ev=-6.525 relative_energy_kcal_mol=43.9 total_charge=0 homo_lumo_gap_ev=4.58 spin_multiplicity=1 lumo_ev=-1.94
K 0.29 2.10 -0.86 1.0407
N 1.65 4.33 -3.61 -0.4367
C 2.90 4.53 -2.88 -0.4513
C 2.64 5.32 -1.61 -1.3221
N 1.78 4.65 -0.64 0.9500
C 2.53 4.10 0.49 -0.8562
C 3.27 2.79 0.16 -0.5504
N 2.61 1.59 0.72 -0.3067
C 0.66 5.49 -0.21 -0.7415
C -0.42 5.64 -1.28 -1.0918
N -0.94 4.33 -1.63 -0.3490
H 0.95 3.93 -2.99 -0.0915
H 1.78 3.66 -4.36 0.2730
H 3.59 5.11 -3.51 0.4950
H 3.41 3.58 -2.65 0.2394
H 2.17 6.26 -1.91 0.4710
H 3.60 5.59 -1.14 0.3246
H 1.81 3.87 1.29 0.3616
H 3.24 4.84 0.89 0.4122
H 4.31 2.85 0.49 0.3397
H 3.29 2.65 -0.92 -0.0950
H 3.08 1.26 1.55 0.2324
H 2.60 0.85 0.03 0.1161
H 1.00 6.49 0.10 0.2532
H 0.20 5.02 0.67 0.4861
H 0.01 6.08 -2.19 0.4362
H -1.17 6.34 -0.90 0.5179
H -1.57 4.34 -2.43 0.1564
H -1.45 3.92 -0.85 0.2179
C -2.44 -1.14 5.83 -1.0568
C -1.09 -0.54 5.50 -1.0101
N -0.84 -0.46 4.06 0.1607
C -1.03 0.74 3.42 0.0606
C -0.93 0.94 2.09 0.2866
C -1.15 2.35 1.55 -0.2061
O -0.56 3.26 2.16 -0.7862
O -1.86 2.42 0.52 -0.6612
C -0.59 -0.18 1.23 0.8973
O -0.51 -0.13 0.01 -0.6316
C -0.30 -1.44 1.94 0.6706
C 0.14 -2.53 1.18 -0.7163
C 0.41 -3.71 1.81 0.2193
F 0.90 -4.76 1.09 -0.3789
C 0.23 -3.87 3.18 -1.4964
C -0.20 -2.81 3.94 -0.9224
C -0.45 -1.56 3.33 0.5508
N 0.53 -5.11 3.84 0.3955
C 0.02 -6.33 3.23 -0.4671
C 0.05 -7.44 4.26 -0.8938
N 1.48 -7.61 4.71 -0.1696
C 2.05 -6.33 5.27 -0.7941
C 1.92 -5.25 4.22 -0.4733
H -2.58 -1.19 6.91 0.3877
H -2.55 -2.14 5.43 0.2980
H -3.24 -0.52 5.42 0.3334
H -0.27 -1.10 5.97 0.4088
H -1.01 0.48 5.88 0.4712
H -1.24 1.58 4.07 0.4925
H 0.27 -2.39 0.12 0.7706
H -0.37 -2.97 4.99 0.4106
H 0.60 -6.64 2.35 0.4088
H -1.01 -6.18 2.90 0.4531
H -0.28 -8.39 3.86 0.4227
H -0.52 -7.18 5.16 0.3521
H 2.04 -7.89 3.90 0.4038
H 1.56 -8.37 5.39 0.3478
H 3.09 -6.53 5.55 0.4016
H 1.46 -6.11 6.15 0.3535
H 2.57 -5.48 3.36 0.3057
H 2.28 -4.31 4.64 0.4561
N 0.32 -2.12 -4.81 -0.7609
C 0.95 -1.17 -4.58 0.6309
N 1.69 -0.09 -4.41 -0.7484
C 1.87 0.28 -3.18 0.2876
N 2.08 0.69 -2.11 -0.6926
C -3.70 -1.37 -3.37 -0.7985
C -2.85 -0.82 -2.23 -0.4443
N -2.59 0.57 -2.51 -0.1569
C -2.03 0.92 -3.74 0.1376
N -1.22 1.92 -3.75 0.1621
C -0.70 2.36 -5.03 -0.7624
C -1.60 1.99 -6.20 -0.8653
C -1.92 0.51 -6.12 -0.7444
N -2.50 0.21 -4.83 0.2014
C -2.95 -1.16 -4.67 -0.5902
H -4.65 -0.83 -3.38 0.3443
H -3.90 -2.43 -3.23 0.4023
H -1.92 -1.41 -2.14 0.1908
H -3.37 -0.88 -1.27 0.3949
H -2.13 1.10 -1.79 0.1176
H 0.29 1.91 -5.19 0.1654
H -0.55 3.44 -4.99 0.4485
H -1.12 2.23 -7.15 0.4269
H -2.53 2.56 -6.14 0.2980
H -1.02 -0.09 -6.29 0.2751
H -2.65 0.23 -6.88 0.3770
H -2.09 -1.84 -4.73 0.2768
H -3.60 -1.39 -5.52 0.3398


(5)
101
Properties=species:S:1:pos:R:3:mulliken_charge:R:1 method="wB97M-V/def2-TZVPD" e_homo_ev=-9.609 total_charge=0 smiles="O=CCc1ccc2c(c1COO)C(=O)NC2=O.CCOC(=O)OC.CCOC(=O)OC.CCOC(=O)OC.CCOC(=O)OC.CCOC(=O)OC" homo_lumo_gap_ev=8.60 spin_multiplicity=1 lumo_ev=-1.01
O 5.73 -2.87 4.32 -0.4900
C 4.51 -2.95 3.96 -0.0605
C 3.42 -2.21 4.87 -0.1786
C 1.91 -2.53 4.47 0.4621
C 1.44 -3.86 3.78 -0.5958
C -0.07 -4.16 3.45 -0.7302
C -1.08 -3.07 3.85 0.0490
C -0.64 -1.73 4.51 0.1246
C 0.85 -1.42 4.84 0.5537
C 1.21 -0.02 5.52 0.3470
O 2.08 0.81 4.67 -0.3535
O 1.36 1.22 3.60 -0.1857
C -2.01 -0.93 4.75 0.0594
O -2.28 0.29 4.83 -0.4165
N -2.97 -2.05 4.86 -0.1857
C -2.67 -2.99 3.74 0.2294
O -3.49 -3.52 2.97 -0.5665
H 4.29 -3.55 3.01 0.3095
H 3.69 -1.09 4.84 0.2276
H 3.58 -2.54 5.96 0.3007
H 2.19 -4.67 3.52 0.2639
H -0.43 -5.12 2.96 0.3953
H 1.62 -0.10 6.58 0.3405
H 0.22 0.58 5.60 -0.4829
H 1.87 1.04 2.77 0.3115
H -3.96 -1.79 4.97 0.3370
C -3.28 -7.26 -1.00 -1.0985
C -2.30 -8.14 -0.24 -0.0869
O -1.19 -8.51 -1.06 -0.3457
C -0.26 -7.56 -1.24 0.7789
O -0.27 -6.45 -0.76 -0.5544
O 0.69 -8.05 -2.05 -0.3287
C 1.69 -7.10 -2.41 -0.6244
H -3.58 -7.74 -1.93 0.3054
H -4.17 -7.05 -0.40 0.3577
H -2.82 -6.30 -1.28 0.3014
H -2.80 -9.06 0.05 0.2815
H -1.96 -7.65 0.68 0.2197
H 2.14 -6.65 -1.52 0.2840
H 1.27 -6.34 -3.06 0.2884
H 2.48 -7.63 -2.95 0.2215
C -2.98 1.67 0.80 -1.3089
C -1.54 1.52 1.26 0.2925
O -0.81 0.65 0.37 -0.3222
C -0.42 1.20 -0.79 0.7030
O -0.63 2.34 -1.14 -0.5819
O 0.21 0.26 -1.51 -0.3235
C 0.58 0.69 -2.82 -0.5877
H -3.44 0.69 0.68 0.3396
H -3.55 2.25 1.53 0.3213
H -3.03 2.17 -0.17 0.3788
H -1.52 1.04 2.24 -0.0630
H -1.04 2.48 1.35 0.3322
H 1.16 1.62 -2.78 0.2796
H -0.31 0.82 -3.43 0.2682
H 1.20 -0.08 -3.26 0.2609
C -2.01 5.03 -4.88 -1.2894
C -0.89 4.02 -4.74 0.1299
O -0.87 3.12 -5.86 -0.3574
C -0.34 3.62 -6.99 0.8141
O 0.12 4.72 -7.14 -0.5490
O -0.43 2.67 -7.94 -0.3458
C 0.01 3.10 -9.23 -0.6165
H -2.97 4.53 -5.03 0.3132
H -2.08 5.65 -3.98 0.3870
H -1.86 5.69 -5.74 0.3352
H -1.06 3.41 -3.85 0.1224
H 0.08 4.51 -4.62 0.2917
H 1.01 3.52 -9.18 0.2481
H -0.70 3.83 -9.63 0.2924
H 0.02 2.24 -9.89 0.2436
C 3.19 3.18 -6.75 -0.9358
C 4.31 2.76 -5.83 -0.4241
O 4.48 1.34 -5.83 -0.3350
C 5.12 0.84 -6.90 0.7707
O 5.56 1.47 -7.83 -0.5534
O 5.16 -0.50 -6.77 -0.3328
C 5.73 -1.17 -7.90 -0.6369
H 2.27 2.64 -6.51 0.2050
H 3.00 4.26 -6.68 0.4543
H 3.42 2.95 -7.80 0.3156
H 4.06 3.04 -4.80 0.3150
H 5.25 3.27 -6.08 0.3339
H 6.71 -0.77 -8.15 0.2911
H 5.06 -1.09 -8.75 0.2896
H 5.84 -2.22 -7.64 0.2249
C -3.37 3.35 5.57 -1.1355
C -2.54 2.76 6.68 0.3477
O -2.08 3.77 7.59 -0.3675
C -3.00 4.22 8.46 0.7234
O -4.14 3.84 8.55 -0.5488
O -2.43 5.19 9.21 -0.3452
C -3.33 5.82 10.11 -0.6330
H -2.83 4.16 5.07 0.2964
H -3.64 2.59 4.84 0.2856
H -4.30 3.79 5.96 0.3843
H -1.64 2.30 6.26 -0.1833
H -3.08 1.97 7.22 0.3156
H -3.84 5.09 10.74 0.2917
H -4.06 6.42 9.56 0.2870
H -2.75 6.48 10.75 0.2266